2 unconnected molecules or ions with the total composition C5H10O2, computed with wB97M-V/def2-TZVPD.

```
17
Properties=species:S:1:pos:R:3:forces:R:3
O 2.15717 0.45000 0.81385 0.23 0.13 0.02
C 1.66890 -0.59452 -0.01868 -0.07 -0.34 -0.27
C 0.23124 -0.88254 0.30713 0.06 -0.39 -0.06
C -0.51642 1.21888 0.28704 -0.06 0.29 -0.01
C -1.86175 0.84507 -0.06104 -0.08 0.01 0.16
O -2.06232 0.19092 -1.12484 -0.17 0.02 0.04
C -0.63020 -1.38655 -0.62124 0.31 -0.39 0.11
H 3.11191 0.51409 0.69023 -0.18 0.01 0.06
H 1.76058 -0.33453 -1.08638 -0.02 0.00 0.16
H 2.25927 -1.50841 0.14717 -0.02 0.16 -0.01
H 0.02703 -1.05211 1.36168 0.00 0.04 -0.05
H -0.26134 1.64792 1.25685 -0.22 -0.04 -0.20
H 0.18550 1.40395 -0.51917 -0.18 -0.03 0.05
H -1.64132 2.04625 -0.21300 0.35 0.56 0.04
H -2.57594 0.85592 0.77929 -0.01 -0.19 -0.08
H -0.35227 -1.45383 -1.66572 0.00 0.05 0.04
H -1.50005 -1.96051 -0.33317 0.05 0.12 -0.02
```
Forces are in eV/Å.

LUMO level: 0.77 eV

---

2 unconnected molecules or ions with the total composition C19H31N5O4S, computed with wB97M-V/def2-TZVPD.

```
60
Properties=species:S:1:pos:R:3:forces:R:3
C 0.05991 -4.07162 5.58093 -0.21 0.31 -0.09
N -0.18582 -3.20996 4.42322 0.56 -0.85 0.65
C -1.18008 -2.33223 4.25713 -0.64 0.70 -0.91
O -1.26297 -1.69917 3.21040 -0.28 0.17 0.32
C -2.26463 -2.16361 5.33866 -0.22 0.33 0.25
C -3.41556 -3.15181 5.07381 0.08 -0.12 -0.40
C -4.47157 -3.14188 6.15816 1.55 -0.63 0.73
N -5.64279 -2.61469 5.89134 -1.31 0.75 -0.95
O -4.25108 -3.60217 7.26167 0.61 -0.37 0.57
N -2.79191 -0.79352 5.32137 0.96 -1.67 -1.07
C -3.08850 0.00279 6.34658 -0.40 1.30 1.39
C -2.76511 -0.42214 7.76521 -0.07 -0.07 -0.30
O -3.60770 1.08864 6.14353 -0.08 0.15 -0.16
H -0.80753 -4.70343 5.78204 0.10 -0.01 0.08
H 0.27870 -3.46674 6.46298 0.02 -0.14 0.05
H 0.91818 -4.71609 5.38151 -0.16 0.16 -0.05
H 0.45685 -3.26888 3.64644 -0.16 0.10 0.01
H -1.82352 -2.38427 6.30994 -0.17 0.11 0.14
H -3.87551 -2.91827 4.11343 0.17 0.07 -0.17
H -3.01926 -4.16456 5.01419 -0.05 -0.11 0.03
H -6.30813 -2.61124 6.64362 -0.23 0.16 -0.10
H -5.82159 -2.18366 5.00436 -0.30 0.13 0.06
H -2.93114 -0.38469 4.40894 0.02 -0.05 -0.10
H -3.34342 -1.30416 8.02965 0.11 -0.21 0.12
H -1.70072 -0.63130 7.85012 0.07 -0.16 0.13
H -3.02625 0.39144 8.44048 0.02 -0.04 -0.20
C 4.36957 2.17102 -9.12752 0.11 -0.13 0.14
C 3.93340 1.00327 -8.23612 -0.56 0.34 -0.34
C 2.84947 0.17485 -8.94001 0.22 -0.05 0.04
C 3.45635 1.48930 -6.85685 0.12 -0.03 0.11
S 1.92521 2.51579 -6.95323 -0.14 -0.52 0.11
C 1.20955 2.23864 -5.28674 0.29 0.07 -0.27
C 1.73727 3.28834 -4.30662 -0.55 0.28 0.58
C 1.85567 2.68530 -2.91544 0.84 -0.45 0.29
O 2.94665 2.24586 -2.59189 -0.42 -0.02 0.36
N 0.72890 2.56998 -2.11310 0.46 0.35 -0.92
C 0.61065 1.94857 -0.85145 0.09 -0.34 0.59
C -0.64890 1.98477 -0.24621 0.29 -0.41 0.63
C -0.81458 1.38356 1.00240 0.23 0.04 -0.21
C 0.27006 0.75897 1.62231 0.04 0.42 -0.59
N 1.48394 0.71039 1.05570 -0.59 0.37 -0.35
C 1.65329 1.28775 -0.14787 -0.39 0.06 0.05
H 4.76283 1.79538 -10.07712 -0.05 0.09 0.08
H 5.15549 2.75276 -8.63569 -0.08 0.02 -0.11
H 3.52733 2.83509 -9.34478 0.07 -0.04 0.02
H 4.80388 0.35853 -8.07630 -0.04 0.05 0.16
H 3.24321 -0.24914 -9.86908 -0.05 0.02 0.10
H 2.52305 -0.64901 -8.29811 -0.05 0.05 -0.10
H 1.97915 0.78978 -9.18803 0.12 -0.10 0.07
H 3.26490 0.61204 -6.23121 -0.19 0.16 0.01
H 4.24832 2.06931 -6.37201 -0.11 -0.04 -0.05
H 1.46930 1.22868 -4.95077 0.02 0.14 -0.15
H 0.11768 2.29739 -5.33649 0.19 -0.09 -0.30
H 2.72936 3.62687 -4.62052 -0.19 -0.18 0.34
H 1.08055 4.16177 -4.29117 -0.02 0.03 -0.16
H -0.11707 2.98088 -2.49309 0.21 -0.15 0.24
H -1.49144 2.47135 -0.72798 0.09 0.00 -0.03
H -1.77582 1.39302 1.50521 0.07 0.03 -0.11
H 0.13178 0.30705 2.59872 0.17 -0.08 -0.15
H 2.65214 1.21910 -0.55866 -0.18 0.11 -0.10
```
Forces are in eV/Å.

SMILES string: CNC(=O)[C@H](CC(N)=O)NC(C)=O.CC(C)CSCCC(=O)Nc1cccnc1
LUMO level: 0.50 eV

---

A molecular structure, C38H25AsClHfN5O2SbSe4, computed with wB97M-V/def2-TZVPD.

```
78
Properties=species:S:1:pos:R:3:forces:R:3
Hf -0.01593 0.48329 -0.06330 -1.44 -4.77 3.47
Cl -4.20250 -0.60765 -5.47830 -0.10 -0.01 -0.08
C -2.85595 -0.37194 -4.40321 0.09 0.02 0.12
C -1.57924 -0.72405 -4.80946 0.00 -0.06 -0.11
C -0.52000 -0.55653 -3.93837 -0.02 0.03 0.19
C -0.70403 -0.03413 -2.65363 -0.14 0.17 -1.01
O 0.37760 0.19301 -1.89453 0.20 -1.19 -3.59
C -2.01489 0.31218 -2.24825 -0.30 -0.33 -0.21
C -2.31832 0.88350 -0.90039 0.02 0.91 -0.84
N -1.99802 0.10083 0.21383 -1.56 -1.14 0.95
C -2.60324 0.38437 1.43303 -0.39 0.09 0.09
C -3.96465 0.32841 1.64542 0.35 -0.11 -0.20
C -4.50319 0.58850 2.91409 -0.11 0.12 0.11
C -3.70422 0.96572 3.95810 -0.15 0.02 0.12
C -2.30913 1.08366 3.77703 0.07 -0.15 -0.35
C -1.42888 1.57081 4.76605 0.13 0.02 0.12
C -0.09548 1.69231 4.49385 -0.18 -0.02 0.02
C 0.37155 1.28108 3.23654 0.12 -0.11 -0.37
N -0.41565 0.84793 2.27348 -0.51 -0.26 0.56
C -1.75271 0.75683 2.52020 -0.36 0.11 0.21
C -3.07169 0.14024 -3.13991 0.12 -0.05 0.02
H -1.40998 -1.10602 -5.80731 -0.04 -0.02 0.01
H 0.49112 -0.79171 -4.24629 0.00 0.01 -0.02
H -3.26156 1.42467 -0.87257 -0.06 -0.19 0.07
H -4.60508 0.03622 0.82111 -0.02 -0.01 0.02
H -5.57377 0.49620 3.05206 0.01 0.04 0.05
H -4.12742 1.20188 4.92730 -0.01 -0.02 -0.01
H -1.83419 1.86695 5.72696 0.02 0.03 0.00
H 0.61083 2.14517 5.17455 -0.01 -0.11 0.08
H 1.42984 1.33760 3.01050 0.05 0.06 0.01
H -4.07146 0.40318 -2.81877 -0.03 -0.02 -0.05
Se 3.56516 5.82311 0.16059 -0.13 -0.39 -0.38
Sb 2.72565 3.91662 1.32218 1.68 1.39 1.56
Se -0.94982 2.52394 -0.75688 -4.52 4.20 -2.18
Se 1.17638 2.41417 0.30449 4.96 5.49 0.48
Se 2.59250 4.48935 3.64336 -0.29 -0.39 -0.03
C 1.14500 -6.71829 0.20572 0.02 -0.05 -0.04
C 1.74608 -5.63330 0.82933 -0.01 0.02 0.00
C 1.27204 -4.35281 0.59572 0.07 0.07 -0.03
C 0.18257 -4.14138 -0.24477 0.27 -0.15 -0.20
C -0.38802 -5.22719 -0.89654 -0.02 0.05 -0.06
C 0.09289 -6.51061 -0.67266 0.02 -0.04 0.02
As -0.55004 -2.32751 -0.36248 -0.98 -1.68 0.50
C -1.10862 -2.42619 1.51034 -0.14 0.05 0.11
C -0.33497 -2.20035 2.63628 0.13 -0.04 0.00
C -0.90355 -2.30160 3.89922 0.04 0.03 -0.02
C -2.24506 -2.62922 4.03067 -0.07 0.02 0.05
C -3.02119 -2.86914 2.90797 -0.04 -0.03 -0.06
C -2.46132 -2.76959 1.63950 0.18 0.08 0.10
C -3.17323 -2.96334 0.36923 0.01 -0.04 -0.18
C -4.52600 -3.25271 0.22404 0.00 0.03 0.06
C -5.07777 -3.37351 -1.04298 -0.03 0.00 -0.02
C -4.28768 -3.22240 -2.17506 -0.02 -0.01 0.00
C -2.93259 -2.95303 -2.03795 0.11 -0.04 -0.05
C -2.37899 -2.81990 -0.77583 -0.13 0.00 -0.02
H 1.50037 -7.72250 0.39971 0.02 0.01 -0.02
H 2.57852 -5.78311 1.50511 0.01 0.00 -0.01
H 1.74878 -3.50906 1.08186 0.00 -0.03 0.03
H -1.22096 -5.07934 -1.57237 -0.03 -0.02 0.03
H -0.36756 -7.35013 -1.17879 0.00 0.00 0.01
H 0.70830 -1.92444 2.54153 -0.01 0.04 -0.01
H -0.30164 -2.09964 4.77639 0.00 -0.02 0.00
H -2.69522 -2.68338 5.01411 0.01 -0.02 0.00
H -4.06882 -3.12104 3.01902 0.00 0.01 0.03
H -5.15580 -3.37291 1.09733 0.00 0.01 0.00
H -6.13463 -3.58448 -1.15056 0.00 0.01 0.01
H -4.72824 -3.29419 -3.16166 0.01 -0.04 0.00
H -2.30891 -2.84643 -2.91929 -0.04 0.09 -0.01
N 2.64557 -1.55348 -1.19206 0.15 0.18 -0.11
C 2.67083 -0.73477 -0.10618 0.17 -0.71 0.29
O 1.54112 -0.54810 0.52694 3.28 -1.19 0.51
C 3.89786 -0.26850 0.35392 -0.39 -0.04 0.01
C 3.98651 0.39274 1.59295 0.04 0.16 0.27
N 4.06126 0.93439 2.60719 -0.01 -0.04 0.15
C 5.06366 -0.53414 -0.40122 0.13 -0.05 -0.09
N 5.95970 -0.81472 -1.07158 0.00 0.02 0.01
H 1.83918 -1.48292 -1.79327 -0.14 0.06 0.07
H 3.52961 -1.64689 -1.67008 -0.05 -0.05 -0.10
```
Forces are in eV/Å.

Total charge: -1
LUMO level: 1.22 eV

---

C2H8N4 in the gas phase, computed with wB97M-V/def2-TZVPD.

```
14
Properties=species:S:1:pos:R:3:forces:R:3
C 1.75934 -0.71980 0.16387 -0.94 -1.05 -0.49
N 0.75753 0.15071 -0.51808 1.01 0.37 0.12
N 0.77952 1.48923 -0.08789 0.02 -0.18 -0.45
C -0.52244 -0.24503 -0.33900 -2.19 -1.29 0.78
N -1.49681 0.53522 -0.01127 1.28 -1.31 -0.57
N -2.74159 -0.11270 0.13578 -0.09 0.62 -0.10
H 1.60668 -1.82501 -0.10401 0.06 1.66 0.41
H 1.65118 -0.55029 1.22831 -0.08 -0.36 0.54
H 2.78179 -0.46441 -0.07206 0.11 0.30 -0.52
H 1.67826 1.79409 -0.32125 1.54 1.06 0.05
H 0.60126 1.48278 0.90754 0.10 0.44 0.40
H -0.58422 -1.34275 -0.35485 -0.61 0.18 -0.29
H -2.87559 -0.83387 -0.56832 -0.01 0.02 0.00
H -3.39490 0.64184 -0.05878 -0.22 -0.46 0.12
```
Forces are in eV/Å.

SMILES string: CN(N)/C=N/N
LUMO level: 0.99 eV

---

A molecular structure, C21H31N4NdOSSe, computed with wB97M-V/def2-TZVPD.

```
60
Properties=species:S:1:pos:R:3:forces:R:3
Nd -10.44057 -14.48100 2.16235 0.77 -0.75 -1.02
N -7.56623 -11.87651 4.67190 0.42 0.35 0.59
C -8.63683 -12.61814 4.35818 0.65 -0.23 -1.81
N -8.59318 -13.06464 3.08352 0.77 0.41 1.12
C -7.32707 -12.64085 2.60503 0.86 -0.32 0.17
C -6.55204 -13.07433 1.52065 0.10 0.19 -0.50
C -5.20246 -12.71036 1.44987 -0.33 -0.42 -0.06
C -4.56547 -11.99971 2.47216 -0.16 0.40 0.56
C -5.32039 -11.53579 3.56285 0.20 -0.92 -1.82
C -6.65491 -11.88659 3.58691 -1.58 -0.71 0.60
H -7.38319 -11.45773 5.59321 -0.19 -0.40 -0.75
H -9.39597 -12.94302 5.04436 -0.22 0.38 0.25
H -6.94262 -13.74095 0.75287 -0.10 0.23 0.16
H -4.59691 -13.05068 0.60507 -0.31 0.03 0.30
H -3.46686 -11.87956 2.43203 -0.88 0.22 0.06
H -4.89906 -10.98770 4.34278 0.75 0.70 1.18
C -11.01884 -12.02769 -2.24783 -0.03 -1.41 -0.95
C -10.02473 -12.60702 -1.23181 0.77 1.27 -0.96
C -8.85766 -11.62669 -1.22704 0.31 1.10 -1.11
C -9.58009 -14.02803 -1.63601 0.75 0.94 0.35
N -10.51404 -12.54373 0.13581 -0.90 -1.93 0.72
N -11.69715 -13.39769 0.26656 -1.96 -0.09 -0.48
H -10.47517 -11.89092 -3.21038 -0.44 -0.10 0.62
H -11.38362 -11.06447 -1.94631 -0.36 0.47 0.19
H -11.85088 -12.74033 -2.46891 0.40 0.68 0.18
H -8.36985 -11.67963 -2.23081 -0.28 0.22 0.80
H -8.08765 -11.77841 -0.47219 -0.14 -0.29 0.13
H -9.26487 -10.58430 -1.10429 0.51 -0.85 -0.13
H -8.48143 -13.96457 -1.67241 -0.36 -0.59 -0.14
H -9.97203 -14.30653 -2.61190 0.07 -0.08 0.06
H -9.86000 -14.77579 -0.90390 -0.07 -0.41 0.10
H -10.83936 -11.61972 0.37397 0.25 0.48 -0.12
H -11.84317 -14.00289 -0.59414 0.35 1.04 1.24
H -12.55503 -12.79356 0.32837 0.94 -0.89 -0.20
O -11.48588 -14.18290 4.08802 -1.90 0.05 -0.36
S -13.09387 -13.92249 4.02718 2.13 -0.58 1.08
C -13.10806 -12.56387 5.25174 -2.48 0.42 -1.07
C -13.51208 -13.15152 6.59281 -0.53 -0.53 1.95
C -14.02626 -14.64254 6.47614 -0.84 1.17 0.24
C -13.72316 -15.25161 5.12317 0.16 -0.83 -0.08
H -13.96060 -11.90846 4.79969 1.77 -0.56 1.04
H -12.10154 -12.12692 5.22857 -0.56 0.07 -0.28
H -14.34312 -12.55926 7.07935 1.01 -0.46 -0.70
H -12.68447 -13.14412 7.34026 -0.38 0.19 -0.82
H -15.11981 -14.62457 6.59758 0.40 -0.09 0.09
H -13.61672 -15.26464 7.26959 0.00 0.09 -0.02
H -14.59133 -15.83968 4.73861 0.71 0.86 -0.25
H -12.87697 -15.95680 5.18969 -0.15 0.37 -0.32
Se -10.86234 -17.35274 1.60369 -0.06 1.36 -0.08
C -9.07218 -16.79962 1.99354 1.53 -0.14 1.01
C -8.65101 -16.72189 3.37417 -1.25 0.22 -1.32
C -7.32544 -16.51454 3.68626 0.93 0.27 0.86
C -6.34994 -16.40168 2.67627 0.51 -0.68 0.52
C -6.73733 -16.44571 1.33340 1.17 0.05 -0.25
C -8.07172 -16.59411 0.99291 -1.29 -0.54 0.89
H -9.42820 -16.87458 4.14374 0.60 -0.01 -0.31
H -7.04592 -16.47935 4.77027 -0.08 -0.10 -1.19
H -5.26539 -16.46001 2.96340 -1.24 0.46 -0.40
H -5.94655 -16.42879 0.53537 -0.96 0.04 0.86
H -8.41124 -16.76137 -0.01443 0.24 0.17 -0.42
```
Forces are in eV/Å.

Total charge: +2
LUMO level (spin up / spin down): -5.68 / -5.60 eV
Spin multiplicity: 4

---

The records above give, respectively, E_tot values of -9437.482; -46683.576; -393952.031; -8161.453; -121733.232 eV.
The records above give, respectively, ΔE to the lowest compared entry with this formula, charge and spin values of 536.5; 52.9; 626.6; 270.0; 0.0 kJ/mol.